Version A
Below is a cluster of 13 separate species, C26H52Cl26 in total, with properties calculated with ωB97M-V with the def2-TZVPD basis set.

As for the LUMO energy: 0.27 eV. The molar mass is 1286.480 Da. As for the HOMO energy: -10.48 eV. The gap between HOMO and LUMO is 0.3952 hartree.

```
104
Properties=species:S:1:pos:R:3:lowdin_charge:R:1
Cl -2.05 5.14 0.36 0.5067
C -0.42 4.38 0.68 -0.6331
C 0.57 4.72 -0.39 -0.7125
Cl 1.15 6.36 -0.17 0.5694
H -0.62 3.35 0.79 -0.0259
H -0.05 4.85 1.65 0.0855
H 0.16 4.62 -1.43 0.0630
H 1.49 4.20 -0.21 0.0120
Cl -4.44 -1.52 -2.61 0.5149
C -3.72 -2.60 -3.90 -0.6489
C -3.35 -1.78 -5.06 -0.6512
Cl -2.50 -2.85 -6.24 0.5551
H -4.51 -3.37 -4.11 0.0884
H -2.88 -3.18 -3.47 0.0664
H -2.57 -1.06 -4.77 0.0700
H -4.16 -1.31 -5.52 0.0582
Cl 2.97 2.46 -2.02 0.5840
C 2.88 1.53 -3.58 -0.6124
C 2.00 2.28 -4.57 -0.6596
Cl 1.86 1.20 -5.95 0.5785
H 2.58 0.56 -3.30 0.0350
H 3.87 1.53 -3.98 0.0633
H 2.46 3.23 -4.81 0.0722
H 1.01 2.41 -4.08 0.0599
Cl -4.45 -2.51 2.40 0.4880
C -2.70 -3.15 2.16 -0.6021
C -2.45 -4.38 2.98 -0.6832
Cl -3.07 -5.86 2.20 0.5520
H -2.05 -2.32 2.44 0.0475
H -2.70 -3.42 1.13 0.0110
H -2.91 -4.29 3.97 0.0767
H -1.38 -4.52 3.11 0.0305
Cl 3.48 3.17 2.96 0.5279
C 3.96 4.10 4.41 -0.6479
C 3.20 5.41 4.40 -0.6756
Cl 3.71 6.27 5.84 0.5765
H 5.02 4.31 4.38 0.0735
H 3.78 3.41 5.20 0.0528
H 2.16 5.48 4.33 0.0466
H 3.56 6.02 3.54 0.0798
Cl 2.89 -2.13 -6.09 0.4882
C 1.35 -2.88 -5.44 -0.6194
C 1.54 -3.32 -4.05 -0.7753
Cl 2.71 -4.59 -3.95 0.6338
H 1.22 -3.72 -6.14 0.0697
H 0.57 -2.14 -5.56 0.0549
H 0.63 -3.81 -3.76 0.0363
H 1.77 -2.53 -3.29 0.0311
Cl -5.25 1.84 -2.77 0.4858
C -4.32 3.36 -2.39 -0.6417
C -2.89 3.45 -2.95 -0.6013
Cl -1.66 2.40 -2.16 0.5279
H -4.31 3.46 -1.28 -0.0106
H -4.95 4.15 -2.79 0.0686
H -2.62 4.49 -2.64 0.0681
H -2.83 3.24 -4.05 0.0819
Cl -0.18 -4.62 0.23 0.5799
C 0.75 -5.29 -1.16 -0.6336
C 1.94 -6.25 -0.88 -0.6604
Cl 3.11 -5.46 0.15 0.5393
H 1.08 -4.36 -1.64 0.0051
H 0.01 -5.82 -1.72 0.0596
H 2.48 -6.68 -1.76 0.0695
H 1.62 -7.13 -0.24 0.0813
Cl 3.01 -0.09 3.69 0.5626
C 3.50 -1.75 4.00 -0.6354
C 2.54 -2.72 3.38 -0.5941
Cl 0.96 -2.85 4.29 0.5560
H 3.63 -1.80 5.04 0.0510
H 4.43 -1.79 3.51 0.0445
H 2.95 -3.72 3.51 0.0682
H 2.35 -2.55 2.32 0.0599
Cl 4.33 -2.01 -0.45 0.5443
C 3.97 -0.31 -0.07 -0.7247
C 5.12 0.55 0.19 -0.7715
Cl 6.10 0.16 1.54 0.6058
H 3.30 -0.26 0.81 0.0171
H 3.46 0.11 -0.99 0.0281
H 4.79 1.61 0.32 0.0637
H 5.77 0.46 -0.71 0.0811
Cl -3.27 1.97 0.53 0.5238
C -4.74 1.46 1.51 -0.5371
C -5.26 2.60 2.38 -0.6341
Cl -5.69 4.09 1.47 0.5347
H -4.37 0.61 2.09 0.0293
H -5.41 1.12 0.68 0.0801
H -4.60 2.85 3.22 0.0630
H -6.18 2.33 2.96 0.0832
Cl -1.47 3.00 4.69 0.5685
C -0.92 1.63 3.78 -0.7377
C -0.85 0.28 4.53 -0.6125
Cl -2.56 0.07 5.09 0.5299
H 0.07 1.83 3.33 0.0507
H -1.69 1.50 3.02 0.0085
H -0.14 0.28 5.37 0.0791
H -0.60 -0.54 3.89 -0.0025
Cl -0.13 -1.48 -2.07 0.6128
C -1.23 -1.08 -0.69 -0.6256
C -0.52 -0.70 0.51 -0.6417
Cl 0.53 0.76 0.41 0.5968
H -1.70 -2.03 -0.59 0.0312
H -1.92 -0.28 -0.98 0.0266
H 0.12 -1.41 0.91 0.0377
H -1.29 -0.43 1.21 0.0474
```


Version B
Below is a cluster of 13 separate species, C26H52Cl26 in total, with properties calculated with ωB97M-V with the def2-TZVPD basis set.

As for the LUMO energy: 0.36 eV. The molar mass is 1286.480 Da. As for the HOMO energy: -10.32 eV. The gap between HOMO and LUMO is 0.3927 hartree.

```
104
Properties=species:S:1:pos:R:3:lowdin_charge:R:1
Cl 1.45 -2.69 -2.14 0.6055
C 2.60 -3.11 -0.87 -0.6865
C 3.13 -4.54 -0.89 -0.6168
Cl 3.77 -4.75 -2.57 0.5661
H 1.96 -3.05 0.05 0.0705
H 3.30 -2.29 -0.92 0.0028
H 2.33 -5.24 -0.70 0.0240
H 3.90 -4.66 -0.15 0.0515
Cl -1.61 -1.66 3.18 0.5294
C -3.17 -1.89 2.40 -0.6758
C -4.30 -1.18 3.23 -0.6630
Cl -4.06 0.55 3.37 0.5846
H -3.31 -2.96 2.36 0.0340
H -3.10 -1.50 1.34 0.0558
H -4.37 -1.59 4.24 0.0693
H -5.20 -1.45 2.67 0.0714
Cl 5.70 -0.33 -3.15 0.5416
C 5.99 -1.62 -4.33 -0.6441
C 4.63 -2.21 -4.67 -0.6823
Cl 3.76 -1.02 -5.64 0.6154
H 6.56 -2.36 -3.83 0.0495
H 6.60 -1.29 -5.16 0.0761
H 3.97 -2.52 -3.89 -0.0261
H 4.76 -3.13 -5.29 0.0882
Cl 5.17 -2.61 2.31 0.5884
C 5.03 -1.15 1.35 -0.6700
C 4.64 0.00 2.27 -0.5876
Cl 2.96 -0.18 2.97 0.5121
H 4.27 -1.32 0.61 -0.0175
H 5.95 -0.97 0.79 0.0851
H 4.68 0.93 1.75 0.0326
H 5.27 0.06 3.22 0.0889
Cl -4.07 0.84 -2.22 0.5439
C -5.21 0.14 -1.06 -0.7001
C -6.56 -0.14 -1.73 -0.6542
Cl -7.55 -1.10 -0.60 0.5411
H -5.40 0.94 -0.33 0.0231
H -4.70 -0.71 -0.67 0.0288
H -6.37 -0.67 -2.68 0.0729
H -7.11 0.78 -1.89 0.0654
Cl -0.90 4.36 3.67 0.5294
C -0.68 3.90 5.38 -0.6600
C -0.52 2.45 5.73 -0.6835
Cl 0.87 1.69 5.00 0.5616
H -1.53 4.33 5.84 0.0531
H 0.17 4.43 5.78 0.0692
H -1.34 1.81 5.40 0.0633
H -0.51 2.34 6.78 0.0664
Cl -4.22 -3.37 -2.42 0.5333
C -3.07 -4.72 -2.27 -0.6646
C -1.70 -4.38 -1.67 -0.6406
Cl -1.96 -4.24 0.09 0.5794
H -2.88 -5.10 -3.29 0.0832
H -3.63 -5.38 -1.62 0.0392
H -1.14 -3.51 -2.07 0.0153
H -1.07 -5.25 -1.80 0.0665
Cl 2.12 -5.82 1.85 0.5476
C 1.67 -4.24 2.68 -0.5947
C 1.54 -4.41 4.18 -0.6154
Cl 0.32 -5.68 4.63 0.5141
H 0.76 -3.97 2.18 0.0361
H 2.48 -3.59 2.39 0.0120
H 1.24 -3.45 4.62 0.0794
H 2.49 -4.68 4.60 0.0602
Cl -4.69 3.28 1.08 0.5851
C -5.61 4.22 2.20 -0.7162
C -5.58 3.67 3.62 -0.7316
Cl -6.18 4.94 4.63 0.6058
H -6.65 4.22 1.87 0.0717
H -5.18 5.25 2.13 0.0731
H -4.53 3.38 3.87 0.0527
H -6.18 2.81 3.79 0.0431
Cl 0.76 2.70 -3.30 0.6096
C -0.58 3.74 -2.95 -0.6993
C -0.20 4.92 -2.05 -0.6074
Cl 0.92 5.95 -2.99 0.5706
H -1.43 3.22 -2.55 0.0617
H -0.87 4.18 -3.92 0.0654
H 0.24 4.60 -1.12 0.0602
H -1.07 5.53 -1.95 0.0608
Cl 2.83 7.49 1.11 0.5448
C 3.34 6.22 -0.04 -0.6563
C 3.72 5.03 0.78 -0.6555
Cl 4.53 3.70 -0.19 0.5064
H 4.22 6.69 -0.49 0.0637
H 2.61 6.10 -0.88 0.0310
H 2.87 4.66 1.40 0.0799
H 4.45 5.30 1.54 0.0557
Cl -0.40 -1.16 -7.42 0.5628
C 0.33 -1.41 -5.85 -0.7287
C -0.52 -0.74 -4.78 -0.6750
Cl -2.02 -1.67 -4.54 0.5402
H 1.39 -1.06 -5.83 -0.0163
H 0.36 -2.55 -5.62 0.0948
H -0.77 0.28 -5.05 0.0587
H 0.04 -0.76 -3.86 0.0231
Cl -1.40 1.07 0.42 0.5769
C 0.01 0.26 -0.31 -0.6627
C 1.22 1.07 0.10 -0.5701
Cl 2.68 0.35 -0.82 0.5355
H -0.02 0.37 -1.36 0.0231
H 0.11 -0.77 -0.04 0.0538
H 1.39 1.01 1.19 0.0277
H 1.08 2.10 -0.20 0.0365
```


Stability verdict: version A, ahead by 0.054 eV


Version A
Below is a cluster of 18 separate species, H36O18 in total, with properties calculated with ωB97M-V with the def2-TZVPD basis set.

As for the LUMO energy: -0.29 eV. The molar mass is 324.270 Da. As for the HOMO energy: -10.37 eV. The gap between HOMO and LUMO is 0.3703 hartree.

```
54
Properties=species:S:1:pos:R:3:lowdin_charge:R:1
O 2.02 0.22 -1.73 -0.0872
H 1.45 0.10 -2.51 0.0399
H 2.84 -0.21 -2.06 0.0367
O -1.81 0.19 2.45 -0.0932
H -2.27 -0.43 1.80 0.0125
H -2.36 0.96 2.26 0.0280
O -4.90 -4.30 0.44 -0.0607
H -4.10 -4.49 -0.04 0.0212
H -4.97 -3.33 0.43 0.0316
O -0.95 -0.93 -2.68 -0.0623
H -1.77 -0.60 -3.06 0.0245
H -0.77 -1.71 -3.21 0.0524
O 0.87 1.22 2.64 -0.0513
H 0.19 1.11 3.29 0.0034
H 1.09 0.36 2.27 0.0533
O -1.27 0.07 -5.15 -0.0763
H -1.33 0.88 -4.62 0.0390
H -1.55 0.44 -6.03 0.0655
O 3.00 3.04 1.29 -0.0610
H 2.53 3.59 0.65 0.0389
H 2.27 2.77 1.86 0.0261
O 4.30 0.52 -3.08 -0.0844
H 4.94 -0.11 -3.43 0.0594
H 4.87 1.32 -2.87 0.0869
O -1.78 0.93 -1.01 -0.0733
H -0.88 0.59 -0.89 0.0584
H -1.75 1.85 -0.75 0.0208
O 4.67 -3.40 1.50 -0.0828
H 5.03 -2.57 1.12 0.0425
H 3.96 -3.55 0.84 0.0397
O -3.08 4.09 -0.02 -0.0439
H -3.12 4.52 0.84 0.0588
H -3.96 4.23 -0.40 0.0660
O 1.06 2.88 -1.24 -0.0584
H 1.53 2.26 -1.83 0.0282
H 0.82 2.33 -0.49 0.0160
O 0.76 -0.46 5.41 -0.0711
H 0.55 -1.26 5.93 0.0453
H -0.12 -0.40 4.98 0.0278
O -2.13 -4.03 4.07 -0.0547
H -2.83 -4.25 3.44 0.0346
H -1.62 -3.26 3.81 0.0174
O -1.42 3.18 -2.20 -0.0619
H -1.89 3.76 -1.60 -0.0020
H -1.10 3.63 -2.97 0.0452
O 4.55 1.59 -0.37 -0.0925
H 3.74 1.20 -0.69 -0.0202
H 4.36 2.20 0.39 0.0198
O -0.15 -4.38 -0.26 -0.0489
H -0.79 -4.33 0.46 0.0252
H -0.63 -4.41 -1.09 0.0229
O -3.22 -0.75 0.40 -0.0685
H -2.59 -0.56 -0.33 0.0278
H -3.60 0.09 0.64 0.0389
```


Version B
Below is a cluster of 18 separate species, H36O18 in total, with properties calculated with ωB97M-V with the def2-TZVPD basis set.

As for the LUMO energy: -0.39 eV. The molar mass is 324.270 Da. As for the HOMO energy: -9.25 eV. The gap between HOMO and LUMO is 0.3259 hartree.

```
54
Properties=species:S:1:pos:R:3:lowdin_charge:R:1
O -5.07 -3.64 4.02 -0.0576
H -4.39 -3.28 3.46 -0.0098
H -5.52 -2.86 4.33 -0.0376
O -2.99 3.20 2.97 -0.0743
H -2.61 2.36 2.64 0.0336
H -3.27 3.61 2.15 0.0734
O -4.16 1.17 0.76 -0.0424
H -4.62 2.03 0.76 0.0328
H -4.13 0.90 1.66 -0.0413
O -1.63 1.71 5.01 -0.0051
H -0.93 2.27 4.83 0.0248
H -2.27 2.18 4.47 0.0012
O -7.24 0.58 1.72 -0.0241
H -6.92 1.34 2.20 -0.0080
H -7.06 0.71 0.80 0.0618
O -5.53 -1.46 5.64 -0.0497
H -6.01 -1.72 6.42 0.0744
H -4.97 -0.73 5.98 0.0151
O -5.44 -2.05 1.32 -0.0333
H -6.14 -2.48 0.91 0.0115
H -5.87 -1.65 2.09 -0.0187
O -4.37 3.00 5.11 -0.0563
H -4.47 3.77 5.63 0.0532
H -3.98 3.44 4.30 0.0292
O -6.93 -1.43 3.42 -0.1012
H -7.15 -0.56 2.98 0.0121
H -6.88 -1.23 4.37 0.0162
O -0.30 -0.66 4.03 -0.0670
H 0.43 -0.65 4.66 0.0759
H -0.94 -0.01 4.39 0.0130
O -4.24 0.75 6.71 -0.0330
H -4.85 0.74 7.41 0.0484
H -4.63 1.30 5.99 0.0428
O -4.21 0.20 3.52 -0.0168
H -3.77 -0.62 3.74 -0.0001
H -5.01 0.31 4.00 -0.0276
O -6.56 1.22 4.59 -0.0525
H -7.50 1.04 4.59 0.0821
H -6.49 2.07 4.14 0.0193
O -2.69 -1.99 4.11 -0.0301
H -1.76 -1.84 3.96 0.0168
H -2.77 -2.01 5.05 0.0176
O -2.01 -0.75 6.46 -0.0707
H -1.61 -0.85 7.36 0.0803
H -2.83 -0.24 6.52 -0.0118
O -5.86 2.91 2.59 0.0103
H -5.01 3.00 2.97 -0.0087
H -6.00 3.64 2.08 0.0409
O -1.55 1.00 2.19 -0.0700
H -0.90 0.46 2.74 0.0539
H -2.04 0.31 1.78 -0.0218
O -2.46 -1.41 0.95 -0.0045
H -3.12 -1.95 1.38 0.0180
H -2.75 -1.29 0.09 0.0152
```


Version C
Below is a cluster of 18 separate species, H36O18 in total, with properties calculated with ωB97M-V with the def2-TZVPD basis set.

As for the LUMO energy: -0.85 eV. The molar mass is 324.270 Da. As for the HOMO energy: -9.64 eV. The gap between HOMO and LUMO is 0.3232 hartree.

```
54
Properties=species:S:1:pos:R:3:lowdin_charge:R:1
O 2.81 -0.07 0.13 -0.0389
H 1.91 0.05 0.35 -0.0103
H 3.41 0.60 0.52 0.1174
O 1.32 -1.64 -3.24 -0.0149
H 1.59 -0.77 -2.92 -0.0088
H 0.90 -2.03 -2.51 -0.0197
O -2.99 0.97 -1.08 -0.0428
H -2.05 0.80 -0.92 -0.0117
H -3.23 1.83 -0.71 0.0627
O -2.96 -1.50 -0.02 -0.0691
H -2.61 -1.99 -0.77 -0.0042
H -2.94 -0.55 -0.23 -0.0029
O -1.21 3.68 1.07 -0.0514
H -0.98 2.76 1.16 -0.0363
H -0.43 3.84 0.54 0.0017
O -2.41 -1.74 2.56 -0.1553
H -2.42 -1.40 1.62 -0.0203
H -1.50 -2.21 2.65 0.0149
O -1.27 -0.25 -3.31 -0.0300
H -1.06 -0.37 -4.26 0.0880
H -0.43 -0.15 -2.88 -0.0103
O -0.12 0.10 -0.40 -0.0262
H -0.23 0.29 0.51 0.0078
H 0.06 -0.83 -0.50 0.0012
O 1.43 2.82 0.13 -0.0612
H 0.80 2.50 -0.57 0.0257
H 2.03 3.32 -0.43 0.0717
O 2.59 -2.74 0.50 -0.0322
H 2.82 -2.76 1.41 0.0364
H 2.76 -1.81 0.22 0.0331
O -1.56 1.05 1.72 -0.0242
H -1.44 0.65 2.57 0.0457
H -2.46 1.36 1.80 0.0850
O 0.15 -2.53 -0.41 -0.0719
H -0.31 -2.85 0.38 0.0633
H 1.11 -2.65 -0.22 0.0321
O 1.57 -0.11 2.47 -0.0253
H 2.44 -0.32 2.79 0.0701
H 1.07 0.07 3.28 0.0828
O 1.81 0.85 -2.22 -0.0414
H 2.15 1.77 -2.17 0.0813
H 2.09 0.50 -1.40 -0.0317
O -1.80 -2.66 -2.12 -0.0484
H -1.09 -2.76 -1.50 -0.0276
H -1.65 -1.90 -2.70 0.0050
O 0.11 -2.49 2.32 -0.0404
H 0.50 -3.13 2.94 0.1030
H 0.63 -1.71 2.43 -0.0058
O -0.70 2.40 -1.82 -0.0232
H -0.38 2.83 -2.63 0.0893
H -0.19 1.63 -1.82 -0.0620
O 0.83 2.85 2.93 -0.0547
H 0.82 3.80 2.72 0.0529
H 0.75 2.66 2.03 -0.0682
```


Stability verdict: version B, ahead by 0.931 eV


Version A
Below is the molecule C4H10O4, with properties calculated with ωB97M-V with the def2-TZVPD basis set.

As for the LUMO energy: 0.58 eV. The molar mass is 122.120 Da. As for the HOMO energy: -9.76 eV. The gap between HOMO and LUMO is 0.3799 hartree.

```
18
Properties=species:S:1:pos:R:3:lowdin_charge:R:1
C 2.05 -0.93 -0.37 -0.0876
O 1.52 0.25 0.18 -0.1402
C 0.23 0.56 -0.27 -0.2995
C -0.06 1.97 0.27 -0.0034
C -0.95 -0.45 0.06 -0.6147
O -0.63 -1.81 0.27 0.0362
O -1.73 -0.35 -1.08 0.0637
O -1.70 -0.05 1.17 0.0368
H 2.13 -0.85 -1.46 0.0960
H 3.04 -1.05 0.06 0.0915
H 1.44 -1.80 -0.12 0.0744
H 0.22 0.56 -1.37 0.1461
H -1.10 2.07 0.58 0.0783
H 0.59 2.14 1.12 0.0874
H 0.15 2.71 -0.49 0.0811
H -1.46 -2.28 0.43 0.1131
H -2.62 -0.70 -0.89 0.1190
H -1.12 -0.01 1.93 0.1220
```


Version B
Below is a cluster of 2 separate species, C4H10O4 in total, with properties calculated with ωB97M-V with the def2-TZVPD basis set.

As for the LUMO energy (spin up / spin down): -2.20 / -2.30 eV. The molar mass is 122.120 Da. As for the HOMO energy (spin up / spin down): -9.29 / -9.28 eV. The gap between HOMO and LUMO (spin up / spin down) is 0.2605 / 0.2565 hartree.

```
18
Properties=species:S:1:pos:R:3:lowdin_charge:R:1
C -1.47 -2.28 5.54 -0.0977
C -2.57 -1.31 5.16 -0.2528
C -3.56 -1.89 4.27 -0.4450
C -4.69 -0.98 3.93 -0.0498
O -2.86 -2.27 3.01 -0.1284
O -3.26 -3.68 2.70 -0.0747
H -0.72 -1.80 6.18 0.0713
H -1.90 -3.13 6.12 0.0895
H -0.97 -2.71 4.66 0.0783
H -3.07 -0.97 6.05 0.1205
H -2.12 -0.48 4.62 0.1273
H -4.00 -2.79 4.74 0.1532
H -5.19 -0.67 4.85 0.0861
H -4.22 -0.11 3.44 0.0975
H -5.37 -1.46 3.23 0.0863
H -2.74 -3.96 1.86 0.0139
O -2.51 -4.76 0.66 0.0168
O -3.10 -4.36 -0.32 0.1076
```


Stability verdict: version A, ahead by 7.079 eV